18 unconnected molecules or ions with the total composition C58H50Cl30N8O16 in a non-equilibrium geometry, computed with the ωB97M-V functional and the def2-TZVPD basis.

XYZ file:
```
162
Properties=species:S:1:pos:R:3:forces:R:3
Cl 3.988276 3.864520 3.091399 0.1 0.0 -0.4
Cl 2.331245 0.971198 0.465513 0.9 0.2 -0.3
Cl -0.381738 0.353489 0.785608 -0.4 0.2 0.1
Cl 1.337965 -4.286291 3.941207 0.1 0.2 -0.3
Cl 3.777323 1.245644 5.539360 -0.6 0.2 -0.4
Cl -0.368944 -4.466934 -1.942402 0.3 0.2 -0.1
Cl 5.268382 -0.045012 -0.875039 0.3 0.5 0.3
Cl 4.528166 6.426021 1.696917 0.1 -0.3 0.0
Cl 5.613979 0.905797 1.895107 0.3 0.0 -0.5
Cl 4.964814 6.144346 4.564848 -0.1 0.0 -0.2
Cl -2.148010 3.095949 7.279298 -0.5 0.3 0.0
Cl 1.364270 4.701995 0.114794 0.1 0.4 0.1
Cl -3.791517 0.228205 3.044588 -0.1 0.8 0.0
Cl 0.154273 2.363895 8.796307 0.2 0.3 -0.1
Cl 0.439743 4.540247 2.878967 -0.3 0.1 -0.6
Cl -1.327058 4.082553 0.586247 -1.0 -1.4 -0.3
Cl 0.961811 -5.548855 1.331444 -0.1 0.6 0.4
Cl 0.290944 -4.140325 -4.737989 -1.0 -0.1 -1.4
Cl 4.547102 -1.540203 5.169509 -0.2 -0.6 -0.5
Cl 1.223099 1.006740 3.153513 -0.1 0.0 -0.8
Cl 0.607726 3.334598 -4.525098 -0.2 -0.5 -0.2
Cl 4.844889 -0.231536 7.744582 0.3 0.0 -0.8
Cl 2.781572 1.494663 -4.234907 -0.6 -0.4 0.1
Cl -2.368987 2.618400 3.936653 -0.1 -0.1 -0.2
Cl 0.535579 -2.616408 1.586748 0.6 -0.4 0.2
Cl 1.150997 -2.150630 -2.874301 0.0 0.3 0.3
Cl -4.893788 1.855046 5.183818 0.1 0.0 0.1
Cl 7.681256 -0.585229 0.545091 1.0 -0.6 0.2
Cl 0.261816 2.350202 5.901772 0.2 0.1 0.0
Cl 0.306786 1.156963 -2.665625 0.1 -0.2 -0.3
O -2.708709 5.945435 3.192966 -0.4 0.2 -1.9
O -2.626401 0.164340 9.659851 1.1 -0.8 -0.8
O 1.947060 -0.324735 -7.000568 0.4 -0.1 0.9
O -4.448885 2.208439 -6.906107 -0.2 -0.2 -0.1
O -2.590682 -5.393253 1.381174 -1.3 0.9 -0.1
O -2.801683 6.330729 1.003480 0.0 0.2 2.3
O -3.232129 2.867107 -5.270437 -0.1 -1.1 0.0
O -3.310962 -3.462068 2.024273 -0.7 -0.7 -0.4
O 1.821733 -1.630083 -8.684819 0.3 0.0 0.6
O 7.340278 4.355041 -4.879941 0.6 0.1 -0.3
O -3.769870 0.169574 7.906005 -0.7 -0.4 -1.9
O 5.275163 3.749694 -4.849934 0.9 0.2 0.6
O -6.478585 -1.757563 -2.993201 -0.1 0.3 -0.3
O 4.925423 -6.404289 -1.837091 0.7 -0.7 -0.2
O 3.178232 -5.205487 -2.031325 0.1 0.1 0.2
O -7.120988 0.168775 -3.772683 0.2 -0.6 0.1
N 2.113486 -1.410111 -7.508884 -1.4 -0.3 -1.9
N 6.320501 4.094170 -4.296506 -1.0 0.1 -0.6
N 4.225485 -5.498663 -1.475236 -0.3 -0.1 -0.1
N -2.737604 -0.082137 8.453616 0.6 1.0 2.3
N -3.414841 -4.468463 1.330790 1.6 0.2 -0.5
N -6.386212 -0.551472 -3.121179 0.4 0.9 0.6
N -3.264081 5.924678 2.087968 1.1 1.0 -0.5
N -3.755667 1.979380 -5.940395 0.5 0.6 0.1
C 3.984690 -3.446740 -5.040127 -0.2 2.1 1.0
C 3.992906 5.618523 3.168841 -0.8 0.6 0.6
C 3.324149 -2.352889 -5.621565 1.0 -0.1 0.8
C 6.274751 3.996307 -0.078702 0.7 1.5 -2.1
C 0.671597 -1.549513 7.655459 -1.2 0.3 -0.6
C -4.574751 5.339813 1.980693 0.5 -0.1 -0.6
C -5.245661 5.043459 3.121728 -1.5 -1.5 -0.1
C -6.161451 4.244929 0.600772 0.4 0.5 1.3
C 2.635102 -3.820646 -7.357334 -1.1 -0.3 -0.8
C 5.132269 3.736360 -0.840679 -0.8 -1.0 1.6
C -5.586539 -3.689060 0.321704 1.5 0.5 0.3
C 4.883976 -0.038444 5.930512 1.3 1.3 1.1
C -3.954817 1.906654 3.690601 0.4 -0.8 0.5
C -2.543294 0.195021 -4.687415 -0.6 0.7 -0.5
C -0.027969 4.992474 1.182387 1.6 -0.9 0.7
C -0.419394 -1.007534 8.366810 1.2 -0.4 0.0
C 2.615724 -2.567240 -6.770356 1.0 0.5 0.0
C -3.232136 1.369132 -1.084153 1.7 0.2 1.5
C 5.138221 3.814161 -2.199378 1.0 0.4 -1.1
C -6.464213 -4.911420 -1.567927 -0.1 -0.1 -0.7
C 0.800542 -3.849917 -3.129754 -0.4 0.2 0.4
C 6.329033 4.217770 -2.833371 -2.1 -1.2 -0.2
C -1.543582 -0.601815 7.697432 -0.9 -0.1 1.1
C -3.406390 0.007352 -0.902712 0.3 -1.5 0.2
C -6.466959 4.342100 2.974522 0.0 0.4 1.1
C 7.396417 4.524312 -0.759036 -0.1 -1.0 1.0
C 3.341362 -4.835476 -6.767858 -0.9 -2.2 -0.6
C -4.989264 4.981919 0.706065 -1.3 -0.6 0.1
C -4.331464 -0.392230 -6.214222 -0.6 1.2 -1.0
C -4.462610 -4.513563 0.250112 -0.7 0.1 1.6
C -3.292259 -2.067214 -4.856285 0.3 1.1 -0.2
C -6.533641 -3.836546 -0.698771 1.0 -0.7 1.4
C 3.822500 -3.682149 0.054994 0.0 0.5 0.5
C 6.454462 0.584232 0.340112 -1.5 -0.2 -0.2
C -4.211561 -1.690029 -5.822362 -0.6 -1.4 0.7
C -1.658594 -0.783558 6.362679 -0.5 -0.2 -2.1
C 0.987643 1.609097 -4.244138 1.2 1.7 1.1
C 0.939202 1.348180 1.403343 -0.7 0.2 0.8
C 0.480849 -4.213566 2.410227 -0.7 0.3 -0.6
C -3.530018 0.544483 -5.586877 -0.1 0.7 -0.5
C -4.089195 2.136536 -1.821623 -0.3 -0.1 -0.6
C -4.376593 -5.541632 -0.645524 0.3 0.2 -0.1
C -6.931082 3.946064 1.738148 1.2 0.7 -0.7
C 7.449926 4.551893 -2.157801 1.6 1.2 0.5
C -5.353782 -5.777703 -1.562219 -1.2 0.8 -0.2
C 4.647090 -4.723841 -0.314743 0.0 0.5 0.2
C 4.212347 -2.875648 1.110418 0.4 1.5 0.5
C -0.609614 -1.330689 5.638432 1.4 -0.6 -0.4
C 3.978741 -4.686966 -5.569976 0.7 0.4 0.1
C -5.080264 1.470380 -2.523266 -1.0 1.2 0.4
C 5.837936 -4.978225 0.342644 0.1 -1.2 0.7
C 0.604235 -1.717316 6.254358 -1.9 1.1 1.4
C -5.284888 0.136392 -2.343904 0.2 -1.5 -0.7
C -2.415600 -1.114596 -4.353044 -0.2 -1.1 0.2
C -4.425789 -0.654596 -1.594438 0.4 1.2 0.3
C 5.428424 -3.073066 1.816267 -1.4 0.9 0.5
C -0.415571 3.171181 7.318626 0.7 -0.4 0.1
C 6.144794 -4.186703 1.464228 1.7 0.0 -0.4
H -4.465564 5.250752 -0.186948 0.4 0.1 -0.1
H -2.573384 -0.546895 5.826572 0.0 0.1 0.3
H -4.497900 -1.710941 -1.612085 -0.3 -0.8 0.2
H -2.735613 -0.594330 -0.216079 -0.8 0.9 -1.1
H -1.680362 -1.390543 -3.632239 0.5 -0.2 0.4
H -7.300150 -5.004543 -2.270484 0.5 -0.2 0.1
H 0.616549 1.005406 -5.030296 -0.4 -0.6 -0.6
H -0.349405 -0.937732 9.438006 -0.1 0.2 0.2
H -1.937318 0.921725 -4.218445 0.5 0.8 0.3
H -0.021338 4.186492 7.290808 -0.4 -0.1 0.2
H 6.289078 3.955004 0.982858 -0.2 -0.2 0.7
H -5.547128 -2.935902 1.145469 -0.6 -0.5 -1.0
H 4.536736 -3.259257 -4.135797 0.2 0.1 0.3
H -4.485583 2.556505 3.031841 -0.3 -0.1 -0.7
H 4.231571 3.353292 -0.335014 0.4 0.3 -0.2
H -2.347652 1.817243 -0.600232 -0.7 -0.1 -0.1
H -7.343510 -3.171620 -0.699504 -1.1 0.7 -0.2
H 5.776540 -2.371056 2.674828 -0.8 -1.4 -1.8
H 2.908688 -3.491215 -0.492058 0.1 0.0 0.1
H 4.579289 -5.408746 -5.061344 0.0 -0.8 -0.1
H 1.500529 -1.867479 8.244503 0.7 -0.2 0.1
H -0.587048 -4.241794 2.601842 0.1 -0.8 0.2
H -4.779559 5.159460 4.074766 0.0 0.4 0.5
H 4.311024 3.563702 -2.847789 -0.2 0.0 0.3
H -7.852375 3.441718 1.586003 -0.6 -0.5 0.2
H 0.640743 2.406375 1.317029 0.4 -0.7 0.0
H 8.338079 4.928782 -2.705982 -0.7 -0.5 0.5
H -5.206324 -6.601799 -2.237001 -0.4 -0.1 -0.3
H -7.044712 4.112544 3.876018 0.3 0.0 -0.4
H 3.638607 -1.956233 1.302077 0.1 -0.6 0.1
H 5.880035 0.372873 5.608398 -0.9 -0.9 0.6
H -4.962405 -2.400614 -6.141216 0.2 -0.1 -0.3
H 2.000257 -4.035118 -8.223825 0.5 0.3 0.2
H 6.857882 1.501848 -0.058461 0.0 0.2 0.1
H -4.015529 3.220198 -1.867369 0.2 -0.3 -0.2
H 3.267898 -5.863658 -7.143582 0.1 0.6 -0.3
H 8.260316 4.786318 -0.137321 -0.2 0.0 -0.5
H -5.796410 2.030763 -3.086801 -0.2 0.2 -0.5
H 1.702113 -4.390933 -3.101441 0.9 -0.5 0.9
H 7.095512 -4.281680 1.994616 -0.2 -0.6 -0.3
H -5.061360 -0.098523 -6.999557 0.6 -0.1 0.9
H -0.676332 -1.523188 4.555895 -0.3 0.3 0.6
H 3.534428 -1.373866 -5.197883 -0.6 0.0 -0.2
H 6.419892 -5.894896 0.089699 -0.4 1.1 0.1
H 1.397176 -2.115821 5.667099 0.5 -0.2 -0.2
H -3.521308 -6.136175 -0.641434 1.3 -1.0 0.1
H 2.949926 5.946938 3.335305 0.7 -0.3 0.0
H -0.306144 6.002296 1.217294 -0.1 1.4 -0.1
H -3.252286 -3.035890 -4.435780 0.0 -1.0 0.0
H -6.458155 3.903919 -0.347301 -0.5 -0.3 -1.1
```
Forces are in eV/Å.

As for the frontier orbital gap: 8.56 eV. The LUMO energy is -1.196 eV. The value obtained for the largest force on an atom is 2.628 eV Å⁻¹. As for the total charge: 0. As for the multiplicity: 1.